DFT (ωB97M-V/def2-TZVPD) results for C40H43AsCl5NOP2Pd as an isolated structure.

```
94
Properties=species:S:1:pos:R:3:forces:R:3
Pd 2.020852 -1.258473 -0.075082 -0.2 0.7 0.3
C 2.711093 -2.906464 4.092658 0.0 0.0 -0.1
P 2.089104 -2.703731 2.335494 0.2 -0.1 0.3
C 0.393200 -2.123181 2.770657 0.0 0.0 -0.1
C 2.928066 -1.118558 1.904445 0.0 -0.2 -0.2
C 2.724047 0.067589 2.670969 0.0 -0.1 -0.1
C 3.466499 1.194556 2.472633 0.1 0.1 -0.1
C 4.475154 1.209885 1.484597 -0.1 0.1 0.1
C 4.719448 0.090883 0.741871 0.0 -0.1 0.0
C 3.981788 -1.117923 0.923849 -0.2 -0.2 0.0
P 4.495810 -2.683774 0.102208 0.2 0.0 0.2
C 6.082751 -3.040781 1.037883 -0.1 0.1 0.0
C 5.317396 -2.002110 -1.417028 -0.1 0.0 0.0
H 2.503976 -2.030497 4.714652 0.0 0.0 0.0
H 3.789883 -3.076561 4.077203 0.0 0.0 0.0
H 2.235292 -3.781016 4.543398 0.0 0.0 0.0
H 0.387841 -1.397628 3.587531 0.0 0.0 0.0
H -0.196280 -2.993783 3.065779 0.0 0.0 0.0
H -0.088345 -1.699595 1.886124 0.1 0.0 0.0
H 1.941626 0.077286 3.420538 0.0 0.0 0.0
H 3.264464 2.086192 3.055074 0.0 0.0 0.0
H 5.038696 2.116785 1.298688 0.0 0.0 0.0
H 5.493643 0.125225 -0.015372 0.0 0.0 0.0
H 6.691813 -2.139376 1.157566 0.0 0.0 0.0
H 6.663996 -3.802134 0.511125 0.0 0.0 0.0
H 5.830669 -3.429301 2.026485 0.0 0.0 0.0
H 6.276975 -1.524125 -1.204653 0.0 0.0 0.0
H 4.659484 -1.275686 -1.896594 0.0 0.0 0.0
H 5.481143 -2.820754 -2.119489 0.0 0.0 0.0
Cl -0.655995 -6.307497 -5.029301 0.0 0.0 0.1
C -0.410276 -5.347134 -3.601841 0.0 0.0 -0.1
C 0.550199 -4.335049 -3.574020 0.1 0.0 0.0
Cl 1.500660 -4.032174 -4.997780 0.0 0.0 0.0
C 0.751000 -3.570231 -2.443567 0.1 0.1 -0.1
Cl 1.939993 -2.303213 -2.441340 -0.1 -0.1 -0.3
C -0.014947 -3.734243 -1.236810 0.0 0.1 0.1
O 0.114724 -3.021360 -0.225338 0.1 0.1 0.0
C -0.972233 -4.806225 -1.310868 -0.1 0.0 0.0
Cl -1.917172 -5.072179 0.117093 0.0 0.0 -0.1
C -1.162614 -5.566072 -2.446481 0.0 -0.1 0.0
Cl -2.361203 -6.824904 -2.449670 0.0 0.0 0.0
C -4.458359 2.295225 -5.198953 0.0 0.0 0.0
C -3.773792 1.862845 -3.928965 0.0 0.0 0.0
C -3.875810 2.599731 -2.764210 0.0 0.0 0.0
C -3.224902 2.229316 -1.583580 -0.2 -0.1 0.0
C -3.462383 3.146994 -0.405521 0.0 -0.1 0.0
C -2.439103 1.065854 -1.551864 0.0 -0.1 0.0
As -1.398628 0.196829 -0.049840 -0.2 -0.1 -0.1
N 0.311914 0.605951 -0.419847 0.1 -0.2 0.1
C 0.759560 1.749549 -0.993401 -0.1 0.0 0.0
C 2.098617 1.792311 -1.451732 0.3 0.0 -0.1
C 2.647209 2.926057 -2.018097 0.0 0.0 0.0
C 1.901362 4.094954 -2.183770 -0.1 0.0 0.1
C 0.582308 4.081679 -1.743392 0.1 0.0 0.0
C 0.028551 2.950365 -1.164677 -0.1 0.1 0.1
C -2.089875 1.143182 1.570047 0.0 -0.1 0.1
C -1.322533 1.904737 2.461802 0.0 0.0 0.0
C 0.098668 2.308447 2.178100 0.0 0.0 0.0
C -1.885771 2.316072 3.672789 0.1 0.0 0.0
C -3.175684 1.982655 4.044268 0.0 0.0 0.0
C -3.766601 2.461232 5.344816 0.0 0.0 0.0
C -3.907592 1.177406 3.181313 0.0 0.0 0.0
C -3.382586 0.740080 1.972008 0.0 0.0 0.0
C -4.223819 -0.193799 1.137076 0.0 0.0 0.0
C -2.325862 0.315530 -2.740825 0.0 0.0 -0.1
C -1.511233 -0.953267 -2.840591 0.0 -0.1 0.0
C -2.989650 0.720076 -3.893361 0.0 0.0 0.0
H -5.063573 3.187848 -5.033803 0.0 0.0 0.0
H -5.112140 1.510064 -5.585224 0.0 0.0 0.0
H -3.730420 2.525007 -5.980365 0.0 0.0 0.0
H -4.467534 3.511678 -2.764302 0.0 0.0 0.0
H -3.639122 4.162975 -0.763945 0.0 0.0 0.0
H -2.637776 3.171876 0.301028 0.0 0.0 0.0
H -4.345261 2.836570 0.159655 0.0 0.0 0.0
H 2.701544 0.893213 -1.320057 -0.1 0.1 0.0
H 3.683096 2.896917 -2.341303 0.0 0.0 0.0
H 2.336108 4.981312 -2.629979 0.0 0.0 0.0
H -0.033426 4.970720 -1.846356 0.0 0.0 0.0
H -0.996173 2.986055 -0.822918 0.2 0.0 0.0
H 0.683508 1.484509 1.771319 -0.1 0.0 0.0
H 0.576285 2.670874 3.091115 0.0 0.0 0.0
H 0.147658 3.102304 1.430288 0.0 0.0 0.0
H -1.278789 2.914323 4.347395 0.0 0.0 0.0
H -3.005511 2.928952 5.970695 0.0 0.0 0.0
H -4.207403 1.636814 5.909835 0.0 0.0 0.0
H -4.556780 3.197806 5.176278 0.0 0.0 0.0
H -4.908799 0.861824 3.463615 0.0 0.0 0.0
H -5.172986 -0.398947 1.635021 0.0 0.0 0.0
H -3.706326 -1.142007 0.971079 0.0 0.0 0.0
H -4.436834 0.213697 0.149404 0.0 0.1 -0.1
H -0.643274 -0.965904 -2.183606 0.0 0.1 0.0
H -1.147994 -1.081274 -3.862128 0.0 0.0 0.0
H -2.124206 -1.824568 -2.591197 0.0 0.0 0.0
H -2.870132 0.124709 -4.794405 0.0 0.0 0.0
```
Positions in Å, forces in eV/Å.

Values from the calculation:
- charge = -2
- LUMO energy (eV) = 4.13
- HOMO level (Eh) = -0.0532
- energy above the lowest of the compared OMol25 structures with the same formula, charge and spin (kcal/mol) = 18.03